C32H81N5O11 | the ωB97M-V functional and the def2-TZVPD basis

Computed properties:
frontier orbital gap	9.16	eV
energy relative to the best compared isomer or geometry (same formula, charge and spin)	1.1221	eV
molar mass	712.024	g mol⁻¹
highest occupied orbital energy	-8.49	eV
SMILES string	COCCNCCOC.COCCNCCOC.COCCNCCOC.COCCNCCOC.COCCNCCOC.CCO

```
! RIJCOSX wB97M-V def2-TZVPD def2/J DEFGRID3
* xyz 0 1
C -13.7292 3.4157 -5.7325
O -12.8186 4.3622 -5.2488
C -12.9459 4.5769 -3.8731
C -12.3092 5.9037 -3.4850
N -12.6722 6.9926 -4.3873
C -14.0333 7.4879 -4.2569
C -14.3873 7.9058 -2.8472
O -15.6584 8.4849 -2.7780
C -16.0265 9.1399 -1.5869
H -13.5578 2.4387 -5.2760
H -13.7313 3.3606 -6.8236
H -14.7842 3.7116 -5.6019
H -12.5187 3.7724 -3.2529
H -13.9908 4.5386 -3.5223
H -11.2289 5.7424 -3.4058
H -12.5187 6.2151 -2.4612
H -12.4905 6.6138 -5.3040
H -14.7939 6.7440 -4.5492
H -14.1878 8.3378 -4.9249
H -13.5864 8.5897 -2.5117
H -14.3622 7.0727 -2.1297
H -15.7930 8.4901 -0.7298
H -17.1145 9.1675 -1.5660
H -15.5565 10.1179 -1.4814
C -8.8592 8.4320 -7.2708
O -8.0643 8.1498 -8.3945
C -8.7644 8.2313 -9.6025
C -7.7440 8.2229 -10.7474
N -6.8300 7.0871 -10.7450
C -7.4573 5.8063 -11.0603
C -7.9419 5.6845 -12.4983
O -8.2440 4.3377 -12.8332
C -7.1279 3.4898 -12.9479
H -9.3425 7.5500 -6.8310
H -9.6622 9.1476 -7.4827
H -8.2427 8.8692 -6.4845
H -9.2648 9.2018 -9.6743
H -9.4447 7.4002 -9.8210
H -7.1198 9.1075 -10.5759
H -8.2284 8.3945 -11.7100
H -6.4868 7.0029 -9.7944
H -8.2045 5.4979 -10.3124
H -6.7006 5.0348 -10.8769
H -7.2526 6.1272 -13.2200
H -8.9214 6.1696 -12.4969
H -6.9526 3.1386 -13.9675
H -7.3480 2.5787 -12.3788
H -6.2163 3.8907 -12.5044
C -14.2698 13.0877 7.2812
O -15.3832 12.5084 6.6173
C -15.1249 12.1100 5.2939
C -14.2539 10.8510 5.2538
N -13.9248 10.4973 3.8879
C -12.7891 11.1968 3.3353
C -12.6802 11.0026 1.8359
O -12.7901 9.6655 1.4631
C -12.8160 9.5180 0.0623
H -13.7171 12.2183 7.6543
H -14.6032 13.6389 8.1563
H -13.6304 13.7051 6.6472
H -14.7224 12.9744 4.7450
H -16.0201 11.8569 4.7236
H -14.9291 10.0668 5.6054
H -13.3893 10.9073 5.9242
H -13.8509 9.5088 3.7083
H -11.8270 10.8243 3.7470
H -12.7184 12.2431 3.6361
H -11.6776 11.4029 1.6135
H -13.4338 11.6350 1.3511
H -13.5631 10.1749 -0.3910
H -13.0931 8.4873 -0.1550
H -11.8313 9.7134 -0.3768
C -13.7304 13.1659 -2.2861
O -12.9905 12.9869 -1.0909
C -12.0373 13.9850 -0.8402
C -10.8106 13.8258 -1.7238
N -9.7980 14.8609 -1.4836
C -8.6710 14.6303 -2.4040
C -7.4162 15.3046 -1.8921
O -6.5881 14.2918 -1.3159
C -5.6892 14.7958 -0.3760
H -14.2982 12.2443 -2.4222
H -13.0573 13.1685 -3.1502
H -14.3701 14.0479 -2.2525
H -11.7114 13.8440 0.1976
H -12.3954 15.0242 -0.8043
H -11.0090 13.7961 -2.7969
H -10.4289 12.8263 -1.4623
H -9.3709 14.6559 -0.5809
H -8.9398 15.0907 -3.3624
H -8.4295 13.5931 -2.6643
H -7.6055 16.0205 -1.0796
H -6.8673 15.8852 -2.6418
H -5.0295 15.6103 -0.7166
H -4.9613 14.0443 -0.0698
H -6.2301 15.1820 0.4983
C -14.9707 6.7781 -7.5557
O -14.2387 8.0044 -7.6809
C -12.8420 7.8154 -7.6372
C -12.3228 7.5078 -9.0441
N -12.0533 8.7799 -9.7379
C -11.8663 8.7211 -11.1847
C -11.9693 10.1173 -11.7551
O -13.3692 10.4463 -11.7340
C -13.7579 11.2184 -12.8462
H -14.4719 6.1993 -6.7756
H -14.8985 6.2519 -8.5099
H -15.9944 7.0288 -7.3016
H -12.4710 6.9964 -7.0162
H -12.3980 8.7251 -7.2292
H -13.1037 6.9698 -9.5955
H -11.3680 6.9833 -8.9710
H -12.9093 9.3032 -9.5598
H -12.6681 8.1175 -11.6353
H -10.9059 8.2313 -11.3633
H -11.4834 10.1685 -12.7324
H -11.5359 10.8795 -11.1009
H -13.9114 10.5919 -13.7336
H -13.0761 12.0170 -13.1599
H -14.7009 11.6899 -12.5699
C -11.6618 10.8739 -5.1250
C -11.0377 10.4997 -3.7812
O -10.8104 9.0967 -3.7506
H -11.9776 11.9254 -5.0298
H -12.5530 10.3193 -5.4138
H -10.9195 10.9284 -5.9215
H -11.6988 10.8077 -2.9649
H -10.0442 10.9431 -3.7399
H -11.5380 8.5759 -4.1373
*
```